--- 1 ---
Below is 2 unconnected molecules or ions with the total composition C4H11S2, with properties calculated with the ωB97M-V functional and the def2-TZVPD basis.

Output
**Net charge**: -1
**HOMO-LUMO gap**: 5.495 eV
**Lowest unoccupied orbital energy**: 3.081 eV

Geometry (Å):
1 C -2.51154 -0.95724 -1.18200
2 S -2.43835 -2.01360 0.34834
3 C -0.77412 -1.36573 0.95424
4 H -2.22865 -1.70285 -1.91240
5 H -3.53599 -0.56249 -1.41988
6 H -1.88933 -0.01859 -0.94024
7 H -0.59847 -1.78638 1.96279
8 H -0.88082 -0.27111 0.95778
9 H 0.01079 -1.67466 0.27108
10 C 2.75521 2.37141 -1.58806
11 C 1.85181 1.27593 -0.80547
12 S 1.78070 1.30624 1.15446
13 H 3.76280 2.00782 -1.36275
14 H 2.63217 2.40737 -2.60841
15 H 2.55752 3.41100 -1.19214
16 H 0.70506 1.27858 -1.14054
17 H 2.05913 0.28286 -0.93231


--- 2 ---
Below is 2 unconnected molecules or ions with the total composition C4H11S2, with properties calculated with the ωB97M-V functional and the def2-TZVPD basis.

Output
**Net charge**: -1
**HOMO-LUMO gap**: 5.160 eV
**Lowest unoccupied orbital energy**: 2.847 eV

Geometry (Å):
1 C -1.18927 1.50450 0.50746
2 S -2.52323 1.72994 -0.67803
3 C -1.93987 0.47978 -1.80461
4 H -1.54020 2.01884 1.44212
5 H -0.17388 1.79683 0.31065
6 H -1.20659 0.47412 0.66743
7 H -1.87465 -0.51823 -1.32105
8 H -2.48411 0.40695 -2.76234
9 H -0.81328 0.54081 -2.34294
10 C 1.67466 -1.04044 -0.01214
11 C 1.76753 -1.01371 1.46402
12 S 1.21145 -2.69999 2.07030
13 H 1.73845 -1.96005 -0.54163
14 H 2.56942 -0.30651 -0.29735
15 H 0.77233 -0.61165 -0.41959
16 H 1.21130 -0.16612 1.97025
17 H 2.79995 -0.63508 1.74744


--- 3 ---
Below is 2 unconnected molecules or ions with the total composition C4H11S2, with properties calculated with the ωB97M-V functional and the def2-TZVPD basis.

Output
**Net charge**: -1
**HOMO-LUMO gap**: 5.696 eV
**Lowest unoccupied orbital energy**: 3.217 eV

Geometry (Å):
1 C 0.91594 2.69441 -0.32808
2 S -0.74660 2.71125 -1.06547
3 C -1.14855 0.95012 -0.79067
4 H 0.88533 2.21638 0.65021
5 H 1.58116 2.15668 -1.00530
6 H 1.27001 3.71609 -0.21652
7 H -1.77549 0.80690 0.07976
8 H -0.20115 0.42685 -0.64947
9 H -1.68669 0.58603 -1.67060
10 C -0.32155 -3.33757 1.87634
11 C -0.03320 -2.86997 0.44618
12 S 1.17075 -1.52431 0.34284
13 H 0.56160 -3.80157 2.31127
14 H -0.50497 -2.44836 2.48069
15 H -1.17676 -4.01404 1.86876
16 H 0.36249 -3.73912 -0.09989
17 H -0.98046 -2.62798 -0.05131


Which of them is most stable? Easy: 3.


--- 1 ---
Below is 2 unconnected molecules or ions with the total composition C14H16O2, with properties calculated with the ωB97M-V functional and the def2-TZVPD basis.

Output
**HOMO-LUMO gap**: 9.184 eV
**Structure (SMILES)**: Cc1ccc(O)cc1.Cc1ccc(O)cc1
**Lowest unoccupied orbital energy**: 0.815 eV

Geometry (Å):
1 C -3.36751 0.75932 -2.67060
2 C -2.34706 -0.32920 -2.45972
3 C -1.13184 -0.00022 -1.83786
4 C -0.28058 -1.00410 -1.41341
5 C -0.62654 -2.32585 -1.68514
6 O 0.23716 -3.30123 -1.16431
7 C -1.82111 -2.68999 -2.25688
8 C -2.65768 -1.65776 -2.69191
9 H -3.29701 1.54783 -1.93692
10 H -4.39325 0.44971 -2.63625
11 H -3.16939 1.29004 -3.61259
12 H -0.95288 1.03872 -1.59081
13 H 0.55556 -0.81433 -0.76390
14 H 0.96628 -3.40948 -1.79131
15 H -1.96262 -3.73947 -2.47654
16 H -3.56676 -1.84514 -3.24079
17 C 2.98112 -0.87933 1.14034
18 C 2.24223 0.18152 1.91190
19 C 0.85007 0.11980 2.02772
20 C 0.09158 1.18441 2.48440
21 C 0.72409 2.36996 2.80932
22 O -0.05378 3.45577 3.12026
23 C 2.10561 2.46214 2.70809
24 C 2.85017 1.37127 2.29340
25 H 3.72328 -0.46085 0.46582
26 H 2.31039 -1.49429 0.55030
27 H 3.52242 -1.52906 1.81375
28 H 0.40634 -0.83305 1.80028
29 H -0.96299 1.04539 2.57477
30 H 0.49987 4.25151 3.17775
31 H 2.58926 3.37344 3.04914
32 H 3.93560 1.41254 2.30171


--- 2 ---
Below is 2 unconnected molecules or ions with the total composition C14H16O2, with properties calculated with the ωB97M-V functional and the def2-TZVPD basis.

Output
**HOMO-LUMO gap**: 8.660 eV
**Structure (SMILES)**: Cc1ccc(O)cc1.Cc1ccc(O)cc1
**Lowest unoccupied orbital energy**: 0.700 eV

Geometry (Å):
1 C 1.26430 -2.52158 1.19227
2 C 1.38952 -1.27764 0.34759
3 C 1.94227 -0.14937 0.96722
4 C 2.29101 0.90544 0.14535
5 C 2.08625 0.65693 -1.29320
6 O 2.45981 1.77284 -2.06382
7 C 1.37204 -0.39434 -1.87368
8 C 1.17898 -1.47812 -0.97816
9 H 0.63844 -3.25119 0.60520
10 H 0.61932 -2.11412 2.09161
11 H 2.12769 -2.88200 1.70691
12 H 1.95723 -0.09545 2.07144
13 H 2.59696 1.94915 0.55582
14 H 2.01188 1.80655 -3.00632
15 H 1.05377 -0.51212 -2.82463
16 H 0.79246 -2.23226 -1.56325
17 C -2.06395 -0.11900 -2.34231
18 C -1.86684 0.18467 -0.88156
19 C -1.80702 1.49628 -0.38832
20 C -1.69827 1.63633 1.01481
21 C -1.52910 0.50307 1.80143
22 O -1.64796 0.61842 3.20403
23 C -1.46774 -0.83396 1.33328
24 C -1.65835 -0.95910 -0.06615
25 H -3.12848 0.23931 -2.63524
26 H -1.97751 -1.25162 -2.41975
27 H -1.34521 0.32141 -3.13433
28 H -1.84532 2.36321 -1.00192
29 H -1.65322 2.61345 1.58510
30 H -1.56680 1.64309 3.42255
31 H -1.45968 -1.62479 2.02056
32 H -1.91498 -2.00043 -0.46685


Which of them is most stable? Easy: 1.


--- 1 ---
Below is 7 unconnected molecules or ions with the total composition H15O7, with properties calculated with the ωB97M-V functional and the def2-TZVPD basis.

Output
**Net charge**: +1
**HOMO-LUMO gap**: 11.489 eV
**Lowest unoccupied orbital energy**: -3.131 eV

Geometry (Å):
1 O -26.18000 -3.08500 -22.21900
2 H -25.42800 -3.12100 -22.89200
3 H -25.90000 -3.50600 -21.38200
4 H -26.30000 -2.18400 -22.07000
5 O -24.02900 -1.27000 -20.43800
6 H -23.06300 -1.05900 -20.32600
7 H -24.35500 -0.47800 -20.79700
8 O -25.16500 -5.77300 -22.12800
9 H -25.18300 -5.91300 -21.19400
10 H -24.72300 -6.54000 -22.50700
11 O -25.21800 -3.68300 -19.87000
12 H -25.61800 -4.28000 -19.25700
13 H -24.36000 -3.44300 -19.56700
14 O -26.70000 -0.29500 -22.54300
15 H -26.17400 0.26800 -23.14600
16 H -26.79200 0.16900 -21.71200
17 O -22.29200 -4.46500 -21.86900
18 H -21.67200 -5.18200 -21.91300
19 H -22.87300 -4.56600 -22.57500
20 O -23.87800 -2.41900 -23.43900
21 H -23.37100 -1.94000 -22.75400
22 H -23.36600 -2.67600 -24.20800


--- 2 ---
Below is 7 unconnected molecules or ions with the total composition H15O7, with properties calculated with the ωB97M-V functional and the def2-TZVPD basis.

Output
**Net charge**: +1
**HOMO-LUMO gap**: 10.718 eV
**Lowest unoccupied orbital energy**: -3.190 eV

Geometry (Å):
1 O 0.12586 0.99164 0.85341
2 H 0.31386 0.32764 1.47541
3 H 0.98086 0.85664 0.16041
4 H -0.68614 1.00964 0.13841
5 O 1.41486 -1.34636 2.00041
6 H 1.22486 -2.22736 2.36541
7 H 2.43586 -1.29436 2.07241
8 O -1.40214 -0.70736 2.55141
9 H -2.33114 -0.63436 2.66441
10 H -1.28614 -1.71636 2.83941
11 O -0.35314 -1.70136 -0.50059
12 H -0.08214 -1.76836 -1.53859
13 H 0.50286 -1.75236 -0.05359
14 O -1.92214 1.47364 -1.03259
15 H -2.31814 2.20464 -0.80959
16 H -2.63414 0.86064 -1.02259
17 O 2.38086 0.48664 -0.71859
18 H 3.16686 0.96464 -0.57659
19 H 2.58586 -0.37236 -1.07159
20 O -0.49214 1.10464 -3.25059
21 H -0.54614 1.65264 -4.00959
22 H -1.07914 1.58764 -2.53659


Which of them is most stable? Easy: 1.


--- 1 ---
Below is C3H9NOS2 in the gas phase, with properties calculated with the ωB97M-V functional and the def2-TZVPD basis.

Output
**HOMO-LUMO gap**: 9.829 eV
**Structure (SMILES)**: N[C@H](CO)CSS
**Lowest unoccupied orbital energy**: 0.374 eV

Geometry (Å):
1 N -0.94927 -1.12425 0.37189
2 C 0.25079 -0.37169 -0.15718
3 C 1.37927 -0.58304 0.88975
4 O 2.04926 -1.84406 0.67235
5 C 0.18054 1.09665 -0.51201
6 S -1.31884 1.50398 -1.56195
7 S -2.80253 1.67625 -0.12199
8 H -1.81628 -0.76820 -0.02885
9 H -0.89779 -2.06206 -0.01222
10 H 0.42642 -0.96353 -1.05686
11 H 1.02761 -0.74097 1.91314
12 H 2.09051 0.24195 0.76496
13 H 1.83177 -2.13541 -0.21438
14 H 0.34881 1.76206 0.33300
15 H 0.93448 1.30415 -1.27500
16 H -2.73477 3.00818 -0.00466


--- 2 ---
Below is C3H9NOS2 in the gas phase, with properties calculated with the ωB97M-V functional and the def2-TZVPD basis.

Output
**HOMO-LUMO gap**: 9.665 eV
**Structure (SMILES)**: N[C@@H](CO)CSS
**Lowest unoccupied orbital energy**: 0.681 eV

Geometry (Å):
1 N -0.24975 1.59023 -0.61679
2 C 0.45381 0.36180 -0.21924
3 C 1.07981 0.46326 1.16469
4 O 1.79502 1.71006 1.16303
5 C -0.43253 -0.87958 -0.35170
6 S -0.90102 -1.31850 -2.05735
7 S -2.60835 -2.26336 -1.80881
8 H 0.06894 2.38045 -0.06695
9 H -1.24266 1.47990 -0.43505
10 H 1.30639 0.31817 -0.91101
11 H 0.32558 0.49141 1.95906
12 H 1.78781 -0.33178 1.41092
13 H 2.02569 1.93760 2.06512
14 H -1.29622 -0.73611 0.30316
15 H 0.18663 -1.61783 0.17981
16 H -2.29915 -3.58571 -1.77890


Which of them is most stable? Easy: 2.